(1)
# C36H38BrN2OPtSSi

A structure of composition C36H38BrN2OPtSSi (ωB97M-V with the def2-TZVPD basis set, OMol25).

Output
orbital gap: 8.7 eV
highest occupied orbital energy: -10.98 eV
net charge: +1
LUMO level: -2.32 eV
2S+1: 1
maximum force: 0.42 eV Å⁻¹

Cartesian coordinates (Å):
Pt -0.86076 -0.13818 -0.17441
C 1.17624 0.04154 -0.23617
Si 1.94233 -1.19822 0.90962
C 0.55061 -1.25015 2.18117
N -0.76455 -1.46358 1.46548
C -0.93207 -2.93693 1.15262
C -2.31488 -3.47097 1.48522
C -2.59674 -3.36564 2.98588
C -2.09136 -2.01586 3.53233
C -1.86509 -1.02940 2.39788
C 2.11583 -2.89627 0.14214
C 1.74468 -3.14075 -1.18104
C 1.79718 -4.42081 -1.71775
C 2.22739 -5.48170 -0.93462
C 2.61268 -5.25937 0.38108
C 2.55834 -3.97844 0.90951
C 3.55503 -0.65174 1.67465
C 3.59317 0.47160 2.50754
C 4.78448 0.92425 3.05194
C 5.96947 0.25907 2.76650
C 5.95598 -0.85279 1.93824
C 4.75848 -1.30353 1.39969
H 1.50855 -0.07142 -1.27450
H 1.50257 1.04628 0.06933
H 0.50461 -0.25940 2.64116
H 0.66026 -1.98355 2.98242
H -0.20209 -3.48862 1.74899
H -0.66903 -3.09911 0.11006
H -2.35871 -4.50975 1.15455
H -3.08341 -2.94014 0.92167
H -2.10319 -4.18598 3.50929
H -3.66590 -3.47845 3.16767
H -1.16888 -2.14626 4.09899
H -2.81038 -1.57938 4.22633
H -1.59428 -0.04161 2.76736
H -2.78045 -0.92129 1.82093
H 1.40041 -2.32151 -1.80294
H 1.50723 -4.59029 -2.74693
H 2.27036 -6.48022 -1.35002
H 2.95857 -6.08401 0.99094
H 2.86710 -3.82078 1.93871
H 2.67699 1.00797 2.73694
H 4.79224 1.79213 3.69867
H 6.90199 0.60856 3.19025
H 6.87896 -1.37076 1.71222
H 4.76395 -2.17426 0.75426
Br -5.38548 -3.21532 -2.14269
C -4.80701 -1.58283 -1.41986
C -5.68191 -0.52489 -1.23917
C -5.18063 0.65140 -0.70488
C -3.84291 0.72156 -0.36355
N -3.00916 -0.30985 -0.52237
C -3.47849 -1.43945 -1.05660
H -6.72330 -0.61893 -1.51417
H -5.82016 1.50889 -0.55162
H -3.41862 1.62710 0.04884
H -2.77033 -2.24276 -1.20729
O -1.02661 1.51533 -1.43866
S -0.44517 2.81570 -0.83564
C -1.57568 4.04846 -1.43477
C -2.24970 3.86400 -2.63468
C -3.11202 4.85698 -3.06653
C -3.28643 6.01146 -2.31026
C -2.60936 6.17782 -1.11249
C -1.74980 5.18481 -0.66066
C 0.98820 3.16666 -1.82938
C 1.19285 2.48611 -3.01805
C 2.32925 2.77909 -3.75651
C 3.23145 3.73225 -3.30308
C 3.01215 4.39730 -2.10481
C 1.88426 4.11047 -1.35116
H -2.10452 2.95837 -3.20806
H -3.64702 4.73404 -3.99858
H -3.95924 6.78399 -2.65779
H -2.75477 7.07318 -0.52383
H -1.22693 5.29514 0.28160
H 0.48738 1.73262 -3.34080
H 2.51307 2.25779 -4.68623
H 4.11750 3.95194 -3.88337
H 3.72411 5.13017 -1.75074
H 1.71110 4.61108 -0.40596

Mulliken population analysis, charges in e, atoms 1 to 8: 0.725, -1.143, -0.679, -1.097, 0.616, -0.444, -0.877, -0.805

---

(2)
# C43H59NiO3P3Si

A structure of composition C43H59NiO3P3Si in a non-equilibrium geometry (ωB97M-V with the def2-TZVPD basis set, OMol25).

Output
orbital gap (spin up / spin down): 3.0 / 6.4 eV
highest occupied orbital energy (spin up / spin down): -4.38 / -7.42 eV
LUMO level (spin up / spin down): -1.41 / -0.97 eV
2S+1: 3
maximum force: 4.72 eV Å⁻¹

Cartesian coordinates (Å):
Ni 1.32652 -0.17931 0.13378
C 1.09698 -4.52732 -0.77771
C 2.02063 -3.77905 0.21744
C 2.81462 -4.82314 1.03840
P 1.20359 -2.29391 0.91978
C 2.08189 -2.36306 2.61339
C 1.28496 -1.58608 3.74316
C 3.50159 -1.79012 2.58384
C -0.55367 -2.61383 1.20805
C -0.97629 -3.81060 1.81183
C -2.40331 -3.97186 1.91397
C -3.30423 -3.10070 1.43328
C -2.89455 -1.91673 0.65210
C -1.44628 -1.69305 0.61135
Si -0.75599 -0.56298 -0.62672
C -0.60206 -1.41268 -2.24014
C -1.34991 -2.48521 -2.74827
C -1.31987 -2.80222 -4.12293
C -0.57559 -2.01342 -4.94390
C 0.33607 -1.07688 -4.43728
C 0.28788 -0.70106 -3.13178
P 1.53975 0.38665 -2.24634
C 1.31385 2.17997 -3.02609
C 0.20520 2.22187 -4.06945
C 2.44236 3.18238 -3.52255
C 2.98852 -0.42301 -2.99405
C 3.58371 0.29023 -4.24335
C 4.05814 -0.58709 -1.96724
C -1.33025 1.28023 -0.86144
C -2.44272 1.62106 -1.71412
C -2.83322 2.97716 -1.95018
C -2.28674 3.95389 -1.22045
C -1.19870 3.66300 -0.32105
C -0.71894 2.37036 -0.17501
P 0.60089 1.91692 0.98050
C 2.27505 2.90838 0.96158
C 3.43262 2.16662 0.29064
C 2.07296 4.35862 0.46087
C -0.19864 2.18445 2.60411
C -1.29759 3.29593 2.61384
C 0.61142 2.24183 3.86812
H 1.72450 -5.33532 -1.17453
H 0.73019 -3.81131 -1.57044
H 0.21563 -5.03781 -0.29791
H 2.82784 -3.28090 -0.37189
H 3.62811 -4.38942 1.51814
H 3.07828 -5.44728 0.19785
H 2.21737 -5.29515 1.76507
H 2.12463 -3.40862 3.01404
H 1.02608 -0.53276 3.43633
H 1.77869 -1.66593 4.74913
H 0.33902 -2.10677 3.88655
H 3.44005 -0.66969 2.57349
H 4.22562 -2.11937 1.76264
H 4.01902 -2.13858 3.56255
H -0.27135 -4.62450 2.07290
H -2.86393 -4.69558 2.59801
H -4.42265 -3.07812 1.76173
H -3.17947 -2.16645 -0.41548
H -1.76441 -3.15372 -2.00752
H -1.78766 -3.73666 -4.42772
H -0.64323 -2.17902 -6.06545
H 1.11214 -0.61284 -5.06670
H 0.82657 2.70189 -2.17868
H 0.02685 3.18809 -4.45358
H -0.74822 1.87061 -3.70538
H 0.45162 1.64695 -4.98346
H 1.91841 4.19538 -3.37193
H 2.66129 2.98188 -4.57729
H 3.36131 3.09891 -2.95095
H 2.63583 -1.38212 -3.39627
H 4.26234 1.05287 -3.99325
H 2.83241 0.72873 -4.88685
H 4.12250 -0.48110 -4.76610
H 4.73414 0.24702 -1.82931
H 4.71424 -1.46473 -2.16490
H 3.59714 -0.77944 -1.00573
H -3.02941 0.79483 -2.11393
H -3.39362 3.11487 -2.86684
H -2.58328 5.03270 -1.31732
H -0.87287 4.49734 0.25915
H 2.49926 2.82501 1.98592
H 3.46549 1.06602 0.57225
H 4.37206 2.49716 0.67943
H 3.42533 2.31703 -0.77004
H 1.57069 4.38253 -0.54968
H 3.09434 4.79336 0.25864
H 1.48363 4.99897 1.08806
H -0.77666 1.24567 2.64003
H -0.73315 4.27896 2.78990
H -1.95671 3.09166 3.46102
H -1.83859 3.43171 1.67318
H 0.93671 3.25219 4.08842
H 1.54229 1.64735 3.86273
H -0.06683 1.91534 4.67177
O -6.83858 0.86810 3.44156
C -5.87136 0.35151 2.72860
C -6.16017 -0.41980 1.55956
C -5.15606 -0.81694 0.72207
C -3.71183 -0.55478 0.87568
C -3.42821 0.15210 2.11099
C -4.46487 0.47578 3.09364
C -4.18523 1.15602 4.47834
O -5.27400 1.57174 5.15445
O -3.07471 1.55231 4.86269
H -6.17911 1.29733 4.58254
H -7.23108 -0.53144 1.22702
H -5.34941 -1.37726 -0.23936
H -3.34402 0.02298 -0.00664
H -2.41157 0.26424 2.43907

Mulliken population analysis, charges in e, atoms 1 to 8: 0.855, -1.014, 0.707, -1.778, 1.192, 0.339, -1.806, -1.285

---

(3)
# C6H16Cl2N2Si2

A cluster of 2 separate species, C6H16Cl2N2Si2 in total in a non-equilibrium geometry (ωB97M-V with the def2-TZVPD basis set, OMol25).

Output
orbital gap: 8.1 eV
highest occupied orbital energy: -8.48 eV
LUMO level: -0.37 eV
2S+1: 1
maximum force: 5.27 eV Å⁻¹

Cartesian coordinates (Å):
C -1.93909 -0.90318 -1.41100
C -2.04868 0.59549 -1.15952
C -0.86805 -2.87630 -0.83288
C -1.67065 2.19985 0.60420
C -0.83081 -0.87291 2.58455
C 4.54582 2.04817 -0.44452
N -0.96349 -1.47528 -0.52987
N -1.70965 0.83431 0.24151
Si -0.62154 -0.39087 0.75758
Si 4.67406 0.20892 -1.01145
Cl 1.37624 0.01364 0.61209
Cl 5.61627 -0.84839 0.62374
H -2.93033 -1.56704 -1.21242
H -1.66527 -1.19757 -2.52951
H -1.19641 1.17217 -1.83946
H -3.10020 0.85879 -1.35704
H -0.49236 -3.06559 -1.81485
H -0.06908 -3.33756 -0.29248
H -1.96425 -3.43684 -0.74092
H -2.69638 2.55642 1.15911
H -0.84407 2.33054 1.31490
H -1.69600 2.87542 -0.39843
H -0.04894 -1.75481 2.74783
H -0.56974 -0.09793 3.15361
H -1.86312 -1.11165 2.85567
H 5.16065 2.67516 -0.95378
H 3.55930 2.40788 -0.75044
H 4.85576 2.15916 0.62379

Mulliken population analysis, charges in e, atoms 1 to 8: -0.721, -0.607, -0.944, -0.871, -1.010, -1.045, 0.317, 0.209

---

(4)
# C5H8O2

The molecule C5H8O2 in a non-equilibrium geometry (ωB97M-V with the def2-TZVPD basis set, OMol25).

Output
orbital gap: 8.5 eV
highest occupied orbital energy: -7.80 eV
LUMO level: 0.71 eV
2S+1: 1
maximum force: 3.61 eV Å⁻¹

Cartesian coordinates (Å):
C 1.87054 -0.11852 0.86124
C 0.61721 0.14681 0.12054
C -0.03251 -0.77630 -0.77576
C -0.77742 -0.07847 0.60584
O -1.45874 -1.23972 0.94216
C -1.11525 1.32043 0.07023
O 0.27837 1.46936 -0.28526
H 2.74306 -0.12659 0.20553
H 1.76645 -1.09608 1.34418
H 1.97023 0.64319 1.63390
H -0.57418 -0.48644 -1.65934
H 0.22179 -1.84457 -0.70944
H -2.33553 -1.22297 0.55475
H -1.77967 1.26533 -0.80334
H -1.41501 2.19195 0.67430

Mulliken population analysis, charges in e, atoms 1 to 8: -1.462, 1.110, -0.809, 0.164, -0.540, -0.348, -0.462, 0.354

---

(5)
# C6H8O2

A cluster of 2 separate species, C6H8O2 in total in a non-equilibrium geometry (ωB97M-V with the def2-TZVPD basis set, OMol25).

Output
orbital gap: 8.9 eV
highest occupied orbital energy: -8.67 eV
LUMO level: 0.26 eV
2S+1: 1
maximum force: 6.50 eV Å⁻¹

Cartesian coordinates (Å):
C 0.81598 -0.26408 -0.06895
C 0.98228 0.70250 1.10815
C 0.53482 1.17392 -0.17826
C -1.63106 0.15124 -0.43258
C -1.53383 -0.82229 0.73711
C -0.50205 -1.06676 -0.26439
H 1.78543 -1.89887 -1.17682
H 2.08002 0.99610 1.15578
H 0.01525 0.65377 1.84462
H 1.22667 1.71138 -0.79319
H -2.42136 -0.09525 -1.08495
H -1.14625 -0.90206 1.96641
H -2.35354 -1.59323 0.73402
H -0.70507 -1.98447 -0.82518
O 2.00671 -0.88392 -0.36987
O -0.81646 1.36709 -0.53352

Mulliken population analysis, charges in e, atoms 1 to 8: 0.776, -0.667, -0.190, -0.187, -0.604, -0.329, 0.367, 0.301

---

In the order shown, the computed electronic energy values come out to -134973.789; -128472.090; -50262.694; -9405.379; -10439.814 eV.